Entry 1:
59
Properties=species:S:1:pos:R:3:forces:R:3 method="wB97M-V/def2-TZVPD" spin_multiplicity=4 lumo_ev="0.19 / 0.21" s2=3.754 energy_ev=-65556.772 max_force_ev_per_a=4.544
C -0.903 -1.809 2.804 0.3 -1.5 1.0
C -0.751 -2.464 1.536 0.1 -0.9 0.6
C 0.659 -2.659 1.297 -0.3 -0.6 0.4
H -1.579 -2.672 0.824 0.8 0.1 0.8
C 1.378 -2.131 2.423 -0.3 -0.8 0.4
C 0.428 -1.610 3.362 -0.7 -1.6 0.1
H 0.657 -1.070 4.300 -0.1 -0.4 -0.8
H -1.830 -1.365 3.209 0.7 -0.6 -0.3
H 1.126 -3.089 0.381 -0.5 0.4 0.9
H 2.477 -2.026 2.506 -0.9 -0.2 -0.1
Nd 0.172 -0.168 1.455 -0.1 4.5 -0.4
Cl 2.330 1.018 1.508 1.9 0.9 0.0
P 0.279 -0.099 -1.180 0.0 -0.8 1.3
C 1.511 -1.169 -1.814 0.8 -0.3 -1.3
C 1.203 -1.872 -2.976 0.6 -0.4 -0.1
H 0.197 -1.845 -3.378 0.1 0.0 -0.1
C 2.191 -2.610 -3.615 0.1 -0.3 -0.1
H 1.943 -3.159 -4.521 0.1 0.1 0.2
C 3.490 -2.643 -3.111 -0.2 0.1 0.1
H 4.260 -3.221 -3.618 -0.1 0.1 0.1
C 3.798 -1.927 -1.953 0.1 -0.2 -0.1
H 4.812 -1.938 -1.558 -0.2 0.0 -0.1
C 2.821 -1.193 -1.299 -0.4 0.1 0.0
H 3.060 -0.626 -0.402 0.0 -0.1 -0.2
C -1.338 -0.589 -1.680 -0.6 0.0 -1.2
C -1.788 -1.917 -1.585 0.0 0.3 -0.1
H -1.147 -2.686 -1.160 0.0 0.1 -0.2
C -3.051 -2.246 -2.052 -0.2 0.0 0.0
H -3.393 -3.277 -1.991 0.0 0.2 0.0
C -3.878 -1.265 -2.602 0.2 0.1 0.1
H -4.868 -1.526 -2.967 0.2 0.0 0.1
C -3.428 0.053 -2.679 -0.5 -0.1 0.0
H -4.067 0.823 -3.101 0.0 -0.1 0.0
C -2.169 0.396 -2.221 -0.1 -0.3 0.1
H -1.816 1.421 -2.275 -0.1 -0.1 -0.1
C 0.604 1.550 -1.643 0.0 1.1 -1.0
C 1.113 1.661 -2.928 0.2 0.9 -0.2
H 1.357 0.771 -3.493 0.0 0.1 -0.1
C 1.315 2.918 -3.477 0.2 0.3 -0.3
H 1.714 2.998 -4.486 -0.1 0.1 0.2
C 1.016 4.066 -2.747 -0.1 -0.3 0.1
H 1.179 5.049 -3.182 0.0 -0.2 0.1
C 0.511 3.948 -1.450 0.0 0.2 0.0
H 0.280 4.840 -0.872 0.1 -0.2 -0.1
C 0.300 2.700 -0.888 0.1 -0.7 -0.3
H -0.091 2.609 0.125 0.1 0.1 -0.2
C -1.765 0.753 4.945 0.4 0.1 -0.1
C -1.104 1.749 3.984 -0.2 0.8 0.4
C 0.362 2.027 4.384 -0.4 -0.2 0.1
C -1.223 1.424 2.506 -0.1 -0.3 0.4
H -1.243 -0.212 4.981 -0.2 0.2 -0.1
H -2.804 0.589 4.656 -0.1 -0.1 0.1
H -1.744 1.161 5.961 -0.1 -0.1 -0.1
H -1.655 2.696 4.121 0.2 0.0 0.4
H 0.988 1.127 4.268 -0.1 0.3 0.0
H 0.789 2.818 3.761 0.0 -0.1 0.0
H 0.419 2.348 5.432 0.0 -0.1 -0.1
H -0.848 2.318 1.987 -0.1 0.1 -0.3
H -2.257 1.254 2.191 -0.3 0.2 0.0


Entry 2:
96
Properties=species:S:1:pos:R:3:forces:R:3 method="wB97M-V/def2-TZVPD" spin_multiplicity=1 lumo_ev=-8.48 energy_ev=-59392.544 max_force_ev_per_a=2.001 charge=+4
C -6.773 -1.765 -1.148 0.2 0.4 0.6
C -6.720 -0.426 -1.885 -1.1 -0.9 -0.3
N -5.495 0.333 -1.682 0.0 1.2 0.3
C -4.215 0.031 -2.069 0.1 -0.3 -0.2
C -3.381 0.983 -1.558 -0.4 -0.2 0.3
N -4.181 1.857 -0.867 -0.1 0.3 -0.1
C -5.452 1.481 -1.004 0.5 -0.2 0.8
C -3.723 3.022 -0.078 -0.8 -0.1 -0.4
H -7.792 -2.149 -1.125 0.0 -0.1 -0.6
H -6.566 -1.662 -0.080 0.4 0.1 -0.1
H -6.079 -2.462 -1.611 -0.2 -0.3 0.2
H -7.564 0.191 -1.582 0.2 0.2 0.1
H -6.874 -0.637 -2.944 0.3 0.3 -0.1
H -4.072 -0.830 -2.701 0.3 0.0 0.1
H -2.315 1.107 -1.509 0.0 -0.2 -0.1
H -6.248 1.996 -0.489 -0.3 -0.2 -0.3
H -2.714 3.261 -0.388 0.1 0.0 0.2
H -3.823 2.803 0.980 0.4 -0.2 0.0
H -4.400 3.849 -0.288 0.2 0.1 -0.2
C 3.085 3.654 7.692 -0.6 -0.9 0.2
C 2.789 3.114 6.288 1.4 0.6 -0.2
N 1.439 2.624 6.116 -1.3 -0.6 -0.1
C 0.653 1.997 7.064 0.1 0.0 -0.1
C -0.518 1.686 6.458 -0.6 -0.5 0.1
N -0.439 2.056 5.142 1.4 0.8 0.2
C 0.750 2.651 4.974 -0.1 -0.1 -0.1
C -1.532 2.030 4.197 -0.9 0.6 -0.4
H 3.115 2.807 8.383 0.1 0.0 0.0
H 2.293 4.295 8.076 0.1 0.3 -0.3
H 4.057 4.131 7.765 0.0 0.2 -0.3
H 3.486 2.311 6.037 -0.1 -0.1 0.2
H 2.934 3.855 5.499 0.0 0.2 0.2
H 0.997 1.786 8.061 0.0 0.2 0.0
H -1.439 1.253 6.813 0.2 -0.1 0.3
H 1.085 3.093 4.049 0.0 0.0 0.0
H -1.987 1.043 4.189 -0.1 0.1 0.0
H -1.255 2.303 3.180 0.6 -0.3 0.1
H -2.241 2.808 4.491 -0.2 -0.3 0.2
C 0.273 -4.790 4.484 -0.4 0.2 -0.6
C 0.748 -3.592 5.260 0.5 1.3 -0.8
N 1.271 -2.521 4.338 0.9 0.4 -1.3
C 0.971 -1.175 4.418 -0.5 -0.6 0.7
C 1.448 -0.553 3.311 -0.5 0.2 0.5
N 2.021 -1.523 2.552 1.5 -1.2 0.3
C 1.985 -2.687 3.217 -1.3 -0.1 0.4
C 2.757 -1.342 1.310 -0.5 0.7 -0.6
H -0.472 -4.515 3.732 -0.2 0.2 0.3
H -0.201 -5.485 5.173 0.3 -0.3 -0.1
H 1.059 -5.243 3.880 0.2 -0.4 0.6
H 1.572 -3.794 5.941 -0.3 -0.2 0.3
H -0.069 -3.025 5.703 0.0 -0.6 0.6
H 0.402 -0.884 5.286 0.1 0.5 -0.2
H 1.372 0.465 2.972 -0.1 0.0 -0.1
H 2.329 -3.651 2.880 0.2 0.2 -0.2
H 2.024 -1.367 0.501 0.1 -0.1 -0.1
H 3.539 -2.076 1.151 -0.1 -0.2 0.3
H 3.191 -0.344 1.301 0.1 -0.1 0.1
C 5.086 -1.665 -4.819 0.7 -0.3 1.1
C 3.694 -1.262 -5.252 0.3 -0.2 -0.3
N 3.260 -0.037 -4.564 -0.8 0.2 0.2
C 2.813 1.118 -5.164 0.4 0.5 0.6
C 2.420 1.951 -4.156 -0.4 0.4 -0.4
N 2.518 1.269 -2.974 1.3 -0.9 0.0
C 3.067 0.087 -3.248 -0.2 -0.4 -0.2
C 2.326 1.768 -1.602 0.2 0.6 -0.8
H 5.751 -0.816 -4.648 -0.1 0.2 -0.5
H 5.601 -2.373 -5.465 -0.3 0.1 -0.4
H 5.084 -2.160 -3.841 -0.3 0.0 -0.1
H 2.951 -2.033 -5.043 0.1 -0.1 0.0
H 3.643 -1.068 -6.323 0.1 0.2 0.0
H 2.907 1.319 -6.218 0.0 -0.1 0.0
H 2.143 2.992 -4.182 -0.2 -0.1 -0.1
H 3.289 -0.671 -2.516 0.1 0.0 0.0
H 1.263 1.762 -1.386 0.1 0.3 0.4
H 2.793 2.752 -1.611 -0.5 0.2 0.3
H 2.889 1.180 -0.884 -0.1 -0.3 -0.2
C -0.169 0.095 -7.194 0.6 0.2 0.2
C -1.227 -0.606 -6.354 -0.5 0.6 -1.4
N -0.922 -0.696 -4.930 0.5 -0.8 -0.4
C -0.751 0.335 -4.047 0.1 0.0 0.7
C -0.286 -0.212 -2.888 -0.3 0.0 0.1
N -0.191 -1.570 -3.087 0.2 0.1 -0.6
C -0.549 -1.837 -4.350 -0.1 0.4 0.6
C 0.161 -2.565 -2.087 -0.2 0.3 1.3
H 0.763 -0.459 -7.324 -0.2 -0.3 0.1
H 0.109 1.056 -6.755 -0.2 0.1 -0.1
H -0.571 0.273 -8.189 0.0 0.0 0.0
H -1.428 -1.591 -6.772 0.1 -0.2 0.4
H -2.143 -0.034 -6.515 -0.1 -0.1 0.5
H -1.018 1.359 -4.244 0.0 0.0 -0.3
H -0.090 0.215 -1.909 -0.1 0.0 0.0
H -0.559 -2.820 -4.792 0.0 0.0 -0.1
H 0.271 -2.092 -1.106 -0.1 0.5 -0.3
H 1.127 -3.034 -2.254 -0.3 -0.4 -0.5
H -0.700 -3.212 -1.929 0.4 -0.5 -0.4
Cl -0.425 0.900 0.769 0.2 -0.1 -0.4


Entry 3:
10
Properties=species:S:1:pos:R:3:forces:R:3 method="wB97M-V/def2-TZVPD" spin_multiplicity=1 lumo_ev="-0.53 / -0.19" energy_ev=-10113.325 max_force_ev_per_a=5.376
H -2.248 -1.831 0.689 0.1 -0.6 -0.8
N -1.531 -1.248 1.083 -1.1 1.1 3.0
N -0.636 -0.983 0.323 1.2 -2.3 -2.9
N 0.209 -0.065 0.341 2.8 0.0 1.8
N 1.515 -0.326 0.047 -4.4 -2.1 2.2
O 1.914 -1.486 0.437 1.1 2.1 -1.4
H 1.935 0.569 -0.256 0.7 -0.9 0.1
O -0.136 1.531 -0.968 -1.1 2.9 -1.2
H -0.798 1.453 -0.218 1.2 0.9 -1.7
H -0.224 2.383 -1.477 -0.4 -1.1 0.9


Entry 4:
57
Properties=species:S:1:pos:R:3:forces:R:3 method="wB97M-V/def2-TZVPD" spin_multiplicity=1 lumo_ev="-3.86 / -3.86" energy_ev=-84918.513 max_force_ev_per_a=1.966 charge=+1
Pt -0.089 -0.416 0.259 0.3 -1.4 -1.3
C -0.372 -1.205 -3.859 0.0 -0.1 0.1
C 0.105 -1.703 -2.517 0.1 -0.1 -0.1
C 1.426 -1.477 -2.107 -0.2 0.0 -0.1
C 2.401 -0.853 -3.066 0.0 -0.1 0.0
C 1.851 -1.837 -0.810 -0.2 -0.1 0.3
C 3.268 -1.570 -0.373 -0.1 0.1 0.0
C 0.957 -2.488 0.070 0.3 -0.7 -0.2
C 1.462 -3.083 1.369 0.0 0.0 -0.1
C -0.378 -2.753 -0.358 -0.1 0.7 0.7
C -1.309 -3.545 0.530 0.0 0.0 -0.1
C -0.776 -2.397 -1.678 0.0 0.4 -0.1
C -2.116 -2.832 -2.200 0.0 0.0 0.1
H -0.190 -1.937 -4.650 0.0 0.0 0.0
H 0.138 -0.284 -4.131 0.0 0.0 0.0
H -1.438 -0.993 -3.835 0.0 0.0 0.0
H 2.401 0.236 -2.958 0.0 0.0 0.0
H 2.143 -1.091 -4.095 0.0 0.0 0.0
H 3.412 -1.210 -2.889 0.0 0.0 0.0
H 3.918 -2.405 -0.645 0.0 0.0 0.0
H 3.327 -1.427 0.703 0.0 0.0 0.0
H 3.657 -0.668 -0.839 0.0 0.0 0.0
H 1.324 -2.406 2.213 0.0 0.0 0.0
H 2.520 -3.320 1.296 0.0 0.0 0.0
H 0.939 -4.009 1.595 0.0 0.0 0.0
H -1.160 -4.617 0.371 -0.1 0.0 0.0
H -2.349 -3.313 0.317 0.0 0.0 0.0
H -1.135 -3.328 1.580 0.0 0.0 0.0
H -2.890 -2.088 -1.990 0.0 0.0 0.0
H -2.422 -3.772 -1.748 0.0 0.0 0.0
H -2.077 -2.981 -3.276 0.0 0.0 0.0
N 3.790 4.284 2.734 0.0 0.0 0.0
C 2.733 3.516 2.449 -0.3 0.0 0.1
N 1.642 3.606 3.221 0.2 0.0 0.0
N 2.838 2.709 1.419 0.5 0.0 -0.2
C 2.036 1.832 0.953 -0.1 -0.2 -0.2
N 1.459 0.996 0.373 -0.9 0.9 0.9
H 3.801 4.902 3.525 0.0 0.0 0.0
H 4.621 4.180 2.180 0.0 0.0 0.0
H 1.576 4.297 3.948 0.0 0.0 0.0
H 0.794 3.147 2.933 -0.1 0.0 0.0
C -2.728 2.515 -1.060 0.1 -0.1 0.3
Ge -2.501 1.877 0.786 -0.3 -0.1 0.2
C -4.166 2.069 1.836 0.2 0.0 -0.2
C -1.153 2.994 1.713 -0.1 -0.2 -0.1
C -1.991 -0.038 0.902 0.4 1.1 0.1
H -2.969 3.579 -1.049 0.0 0.0 0.0
H -3.542 1.988 -1.557 0.0 0.0 0.0
H -1.816 2.375 -1.641 0.0 0.0 0.0
H -4.469 3.115 1.888 0.0 0.0 0.0
H -4.001 1.708 2.852 0.0 0.0 0.0
H -4.980 1.495 1.395 0.0 0.0 0.0
H -1.533 4.005 1.859 0.0 0.0 0.0
H -0.228 3.044 1.140 0.0 0.0 -0.1
H -0.966 2.548 2.694 -0.1 0.0 0.0
H -2.684 -0.619 0.284 0.2 -0.2 -0.1
H -2.112 -0.351 1.942 0.1 -0.1 0.0


Repeat the first record exactly.
59
Properties=species:S:1:pos:R:3:forces:R:3 method="wB97M-V/def2-TZVPD" spin_multiplicity=4 lumo_ev="0.19 / 0.21" s2=3.754 energy_ev=-65556.772 max_force_ev_per_a=4.544
C -0.903 -1.809 2.804 0.3 -1.5 1.0
C -0.751 -2.464 1.536 0.1 -0.9 0.6
C 0.659 -2.659 1.297 -0.3 -0.6 0.4
H -1.579 -2.672 0.824 0.8 0.1 0.8
C 1.378 -2.131 2.423 -0.3 -0.8 0.4
C 0.428 -1.610 3.362 -0.7 -1.6 0.1
H 0.657 -1.070 4.300 -0.1 -0.4 -0.8
H -1.830 -1.365 3.209 0.7 -0.6 -0.3
H 1.126 -3.089 0.381 -0.5 0.4 0.9
H 2.477 -2.026 2.506 -0.9 -0.2 -0.1
Nd 0.172 -0.168 1.455 -0.1 4.5 -0.4
Cl 2.330 1.018 1.508 1.9 0.9 0.0
P 0.279 -0.099 -1.180 0.0 -0.8 1.3
C 1.511 -1.169 -1.814 0.8 -0.3 -1.3
C 1.203 -1.872 -2.976 0.6 -0.4 -0.1
H 0.197 -1.845 -3.378 0.1 0.0 -0.1
C 2.191 -2.610 -3.615 0.1 -0.3 -0.1
H 1.943 -3.159 -4.521 0.1 0.1 0.2
C 3.490 -2.643 -3.111 -0.2 0.1 0.1
H 4.260 -3.221 -3.618 -0.1 0.1 0.1
C 3.798 -1.927 -1.953 0.1 -0.2 -0.1
H 4.812 -1.938 -1.558 -0.2 0.0 -0.1
C 2.821 -1.193 -1.299 -0.4 0.1 0.0
H 3.060 -0.626 -0.402 0.0 -0.1 -0.2
C -1.338 -0.589 -1.680 -0.6 0.0 -1.2
C -1.788 -1.917 -1.585 0.0 0.3 -0.1
H -1.147 -2.686 -1.160 0.0 0.1 -0.2
C -3.051 -2.246 -2.052 -0.2 0.0 0.0
H -3.393 -3.277 -1.991 0.0 0.2 0.0
C -3.878 -1.265 -2.602 0.2 0.1 0.1
H -4.868 -1.526 -2.967 0.2 0.0 0.1
C -3.428 0.053 -2.679 -0.5 -0.1 0.0
H -4.067 0.823 -3.101 0.0 -0.1 0.0
C -2.169 0.396 -2.221 -0.1 -0.3 0.1
H -1.816 1.421 -2.275 -0.1 -0.1 -0.1
C 0.604 1.550 -1.643 0.0 1.1 -1.0
C 1.113 1.661 -2.928 0.2 0.9 -0.2
H 1.357 0.771 -3.493 0.0 0.1 -0.1
C 1.315 2.918 -3.477 0.2 0.3 -0.3
H 1.714 2.998 -4.486 -0.1 0.1 0.2
C 1.016 4.066 -2.747 -0.1 -0.3 0.1
H 1.179 5.049 -3.182 0.0 -0.2 0.1
C 0.511 3.948 -1.450 0.0 0.2 0.0
H 0.280 4.840 -0.872 0.1 -0.2 -0.1
C 0.300 2.700 -0.888 0.1 -0.7 -0.3
H -0.091 2.609 0.125 0.1 0.1 -0.2
C -1.765 0.753 4.945 0.4 0.1 -0.1
C -1.104 1.749 3.984 -0.2 0.8 0.4
C 0.362 2.027 4.384 -0.4 -0.2 0.1
C -1.223 1.424 2.506 -0.1 -0.3 0.4
H -1.243 -0.212 4.981 -0.2 0.2 -0.1
H -2.804 0.589 4.656 -0.1 -0.1 0.1
H -1.744 1.161 5.961 -0.1 -0.1 -0.1
H -1.655 2.696 4.121 0.2 0.0 0.4
H 0.988 1.127 4.268 -0.1 0.3 0.0
H 0.789 2.818 3.761 0.0 -0.1 0.0
H 0.419 2.348 5.432 0.0 -0.1 -0.1
H -0.848 2.318 1.987 -0.1 0.1 -0.3
H -2.257 1.254 2.191 -0.3 0.2 0.0